(1)
Density functional theory data (ωB97M-V with the def2-TZVPD basis set) for the molecule C17H14ClFN6O2S.

Output
Net charge ... 0
HOMO-LUMO gap ... 8.67 eV
2S+1 ... 1
HOMO energy ... -8.56 eV
Structure (SMILES) ... CC(=O)Nc1cccc(-n2nnc(SCC(=O)Nc3ccc(F)c(Cl)c3)n2)c1

Last column: natural (NBO) charge in e.
Positions of all 42 atoms, in Å:
C1 4.62 2.90 4.24  -0.715
C2 3.65 2.01 3.49  0.688
O1 3.95 1.37 2.52  -0.587
N1 2.40 2.03 4.06  -0.604
C3 1.25 1.35 3.65  0.151
C4 0.08 1.56 4.38  -0.236
C5 -1.09 0.92 4.03  -0.183
C6 -1.13 0.06 2.95  -0.229
C7 0.04 -0.14 2.23  0.124
N2 0.02 -1.01 1.14  0.001
N3 -1.06 -1.64 0.73  -0.015
N4 -0.73 -2.35 -0.28  -0.284
C8 0.59 -2.13 -0.48  0.095
S1 1.50 -2.86 -1.76  0.290
C9 0.16 -3.84 -2.52  -0.618
C10 -1.05 -3.04 -3.00  0.691
O2 -2.13 -3.57 -3.11  -0.591
N5 -0.76 -1.75 -3.34  -0.615
C11 -1.63 -0.74 -3.73  0.157
C12 -3.00 -0.95 -3.91  -0.223
C13 -3.81 0.11 -4.29  -0.247
C14 -3.26 1.36 -4.50  0.348
F1 -4.07 2.37 -4.88  -0.313
C15 -1.90 1.58 -4.33  -0.083
Cl1 -1.22 3.15 -4.59  0.030
C16 -1.09 0.53 -3.94  -0.255
N6 1.08 -1.29 0.40  -0.259
C17 1.23 0.49 2.56  -0.215
H1 5.59 2.85 3.76  0.246
H2 4.27 3.93 4.23  0.228
H3 4.71 2.58 5.27  0.228
H4 2.28 2.62 4.87  0.397
H5 0.09 2.23 5.23  0.207
H6 -1.99 1.09 4.61  0.222
H7 -2.03 -0.45 2.66  0.244
H8 -0.19 -4.58 -1.80  0.263
H9 0.62 -4.35 -3.37  0.255
H10 0.21 -1.47 -3.22  0.407
H11 -3.42 -1.92 -3.74  0.263
H12 -4.87 -0.03 -4.43  0.235
H13 -0.03 0.70 -3.80  0.225
H14 2.12 0.30 1.98  0.277

***

(2)
Density functional theory data (ωB97M-V with the def2-TZVPD basis set) for a structure of composition C2H3N2OP.

Output
Net charge ... 0
HOMO-LUMO gap ... 8.46 eV
2S+1 ... 1
HOMO energy ... -7.94 eV

Last column: natural (NBO) charge in e.
Positions of all 9 atoms, in Å:
C1 0.34 -1.31 -0.72  -0.057
C2 0.24 -1.45 0.63  -0.611
N1 0.04 0.57 -1.05  -0.229
N2 -0.34 0.95 0.10  -0.074
O1 -0.76 2.30 0.34  -0.545
P1 -0.34 0.01 1.59  0.512
H1 0.84 -1.50 -1.66  0.241
H2 0.40 -2.50 1.11  0.272
H3 -0.42 2.93 -0.34  0.490

***

(3)
Density functional theory data (ωB97M-V with the def2-TZVPD basis set) for the molecule C17H28N4O2.

Output
Net charge ... 0
HOMO-LUMO gap ... 9.23 eV
2S+1 ... 1
HOMO energy ... -8.39 eV
Structure (SMILES) ... C1C[C@@H](CN2CCOCC2)CN(Cc2nc(CC3CC3)no2)C1

Last column: natural (NBO) charge in e.
Positions of all 51 atoms, in Å:
C1 -2.24 -2.37 1.23  -0.417
C2 -0.82 -2.19 1.75  -0.387
C3 0.03 -1.47 0.69  -0.269
C4 1.47 -1.29 1.16  -0.193
N1 2.32 -0.72 0.13  -0.449
C5 2.02 0.67 -0.16  -0.272
C6 2.90 1.14 -1.32  -0.070
O1 4.27 0.99 -1.03  -0.523
C7 4.56 -0.35 -0.72  -0.072
C8 3.73 -0.85 0.46  -0.245
C9 -0.02 -2.29 -0.60  -0.220
N2 -1.35 -2.53 -1.11  -0.430
C10 -1.93 -1.50 -1.95  -0.276
C11 -2.47 -0.30 -1.25  0.519
N3 -1.82 0.71 -0.75  -0.524
C12 -2.80 1.49 -0.21  0.320
C13 -2.55 2.77 0.50  -0.445
C14 -1.07 3.05 0.64  -0.220
C15 -0.60 4.46 0.84  -0.417
C16 -0.34 3.75 -0.46  -0.412
N4 -3.99 0.97 -0.37  -0.158
O2 -3.79 -0.19 -1.05  -0.278
C17 -2.22 -3.12 -0.11  -0.220
H1 -2.84 -2.94 1.94  0.213
H2 -2.71 -1.39 1.11  0.195
H3 -0.83 -1.61 2.68  0.207
H4 -0.38 -3.17 1.96  0.191
H5 -0.42 -0.49 0.50  0.226
H6 1.48 -0.67 2.08  0.166
H7 1.88 -2.27 1.42  0.192
H8 0.97 0.77 -0.45  0.229
H9 2.21 1.31 0.72  0.164
H10 2.74 2.20 -1.53  0.191
H11 2.65 0.55 -2.22  0.164
H12 5.63 -0.38 -0.48  0.193
H13 4.36 -0.98 -1.60  0.164
H14 3.96 -1.90 0.64  0.203
H15 3.99 -0.27 1.36  0.166
H16 0.58 -1.79 -1.37  0.217
H17 0.43 -3.27 -0.41  0.189
H18 -1.16 -1.17 -2.65  0.231
H19 -2.76 -1.95 -2.50  0.221
H20 -3.03 3.57 -0.06  0.231
H21 -3.03 2.72 1.48  0.236
H22 -0.53 2.27 1.17  0.221
H23 0.22 4.64 1.51  0.217
H24 -1.35 5.24 0.85  0.211
H25 0.67 3.45 -0.68  0.214
H26 -0.90 4.06 -1.33  0.212
H27 -3.23 -3.19 -0.52  0.203
H28 -1.85 -4.14 0.06  0.192

***

(4)
Density functional theory data (ωB97M-V with the def2-TZVPD basis set) for the molecule C6H10O4S.

Output
Net charge ... 0
HOMO-LUMO gap (alpha / beta) ... 7.51 / 7.51 eV
2S+1 ... 1
HOMO energy (alpha / beta) ... -7.41 / -7.41 eV

Last column: natural (NBO) charge in e.
Positions of all 21 atoms, in Å:
C1 2.02 -1.10 0.83  -0.163
C2 1.46 0.39 -0.78  0.128
C3 0.93 1.50 0.13  0.279
C4 -1.33 0.34 0.54  0.324
C5 -0.95 -0.98 -0.11  -0.293
C6 -1.61 -1.31 -1.36  -0.668
O1 2.02 -0.68 -0.43  -0.354
O2 -0.03 1.03 1.10  -0.601
O3 0.44 2.43 -0.71  -0.705
O4 -2.22 0.25 1.54  -0.689
S1 -0.07 -1.91 0.93  0.082
H1 2.64 -1.96 1.09  0.220
H2 1.61 -0.33 1.49  0.228
H3 1.61 0.62 -1.91  0.206
H4 1.71 1.82 0.85  0.176
H5 -1.71 1.14 -0.02  0.179
H6 -0.81 -1.51 -2.13  0.235
H7 -2.30 -0.49 -1.55  0.221
H8 -2.34 -2.17 -1.23  0.224
H9 0.76 3.28 -0.54  0.487
H10 -1.82 -0.36 2.26  0.484

***

(5)
Density functional theory data (ωB97M-V with the def2-TZVPD basis set) for a cluster of 2 separate species, C2H10N8 in total.

Output
Net charge ... +2
HOMO-LUMO gap (alpha / beta) ... 6.88 / 5.87 eV
2S+1 ... 1
HOMO energy (alpha / beta) ... -16.16 / -15.16 eV

Last column: natural (NBO) charge in e.
Positions of all 20 atoms, in Å:
C1 -3.57 -0.93 0.00  -0.115
C2 0.09 0.17 -0.01  -0.175
N1 -3.75 1.33 0.02  0.111
N2 -2.53 1.12 -0.08  -0.076
N3 -4.43 0.23 0.07  -0.345
N4 1.33 -0.32 0.14  -0.413
N5 4.96 0.44 0.37  -0.028
N6 -2.30 -0.21 -0.10  0.072
N7 5.95 0.61 -0.34  -0.246
N8 -1.06 -0.68 -0.10  -0.318
H1 -3.63 -1.54 0.91  0.252
H2 -3.78 -1.55 -0.88  0.255
H3 -0.10 0.93 0.79  0.268
H4 0.10 0.86 -0.89  0.263
H5 -5.44 0.24 0.15  0.458
H6 1.42 -1.33 0.23  0.336
H7 4.92 0.99 1.23  0.392
H8 6.02 0.05 -1.20  0.444
H9 6.73 1.26 -0.15  0.437
H10 -0.94 -1.69 -0.16  0.429

***

(6)
Density functional theory data (ωB97M-V with the def2-TZVPD basis set) for the molecule C16H11FN6OS2.

Output
Net charge ... 0
HOMO-LUMO gap ... 9.18 eV
2S+1 ... 1
HOMO energy ... -8.73 eV
Structure (SMILES) ... O=C(CSc1nnnn1-c1ccccc1F)Nc1nc2ccccc2s1

Last column: natural (NBO) charge in e.
Positions of all 37 atoms, in Å:
O1 -3.82 1.59 2.86  -0.546
C1 -2.70 1.56 2.43  0.710
C2 -2.27 2.43 1.27  -0.618
S1 -1.82 1.59 -0.30  0.332
C3 -2.04 -0.08 0.02  0.166
N1 -2.63 -0.67 1.04  -0.355
N2 -2.56 -1.98 0.81  -0.044
N3 -1.98 -2.23 -0.28  -0.041
N4 -1.62 -1.06 -0.84  -0.226
C4 -0.91 -0.94 -2.04  0.021
C5 0.30 -0.25 -2.07  -0.129
C6 1.01 -0.15 -3.26  -0.239
C7 0.52 -0.75 -4.41  -0.176
C8 -0.68 -1.43 -4.39  -0.275
C9 -1.39 -1.53 -3.20  0.418
F1 -2.56 -2.18 -3.18  -0.302
N5 -1.72 0.83 3.08  -0.627
C10 -0.45 0.56 2.68  0.304
N6 0.20 1.18 1.76  -0.543
C11 1.45 0.66 1.58  0.193
C12 2.38 1.11 0.65  -0.251
C13 3.60 0.47 0.58  -0.208
C14 3.90 -0.60 1.42  -0.218
C15 2.99 -1.06 2.35  -0.196
C16 1.77 -0.42 2.42  -0.245
S2 0.41 -0.77 3.47  0.353
H1 -1.37 2.99 1.55  0.266
H2 -3.09 3.10 1.03  0.258
H3 0.68 0.20 -1.17  0.228
H4 1.94 0.38 -3.28  0.221
H5 1.07 -0.67 -5.33  0.222
H6 -1.08 -1.90 -5.28  0.237
H7 -2.09 0.24 3.81  0.428
H8 2.14 1.95 0.02  0.225
H9 4.34 0.81 -0.14  0.217
H10 4.87 -1.09 1.34  0.218
H11 3.22 -1.89 3.00  0.222

***

(7)
Density functional theory data (ωB97M-V with the def2-TZVPD basis set) for the molecule C4H7N3S2.

Output
Net charge ... 0
HOMO-LUMO gap ... 7.41 eV
2S+1 ... 1
HOMO energy ... -7.53 eV

Last column: natural (NBO) charge in e.
Positions of all 16 atoms, in Å:
C1 0.86 -1.00 -0.04  -0.459
C2 -0.22 -1.92 -0.06  0.317
C3 -1.51 1.18 -0.57  -0.181
C4 2.09 1.24 0.33  -0.747
N1 -1.46 -1.51 0.18  -0.724
N2 0.04 -3.24 0.14  -0.789
N3 -1.80 2.42 -0.35  -0.792
S1 -1.99 -0.02 0.62  0.495
S2 0.85 0.41 -0.79  0.646
H1 2.99 1.28 -0.34  0.216
H2 2.41 0.54 1.06  0.261
H3 1.63 2.17 0.40  0.217
H4 0.72 -3.82 -0.25  0.392
H5 -0.79 -3.79 0.40  0.391
H6 -1.45 3.14 -1.11  0.386
H7 -2.38 2.93 0.37  0.372

***

(8)
Density functional theory data (ωB97M-V with the def2-TZVPD basis set) for the molecule C12Br2F8.

Output
Net charge ... 0
HOMO-LUMO gap ... 9.68 eV
2S+1 ... 1
HOMO energy ... -9.92 eV
Structure (SMILES) ... Fc1c(F)c(F)c(-c2c(F)c(F)c(F)c(Br)c2Br)c(F)c1F

Last column: natural (NBO) charge in e.
Positions of all 22 atoms, in Å:
F1 -2.86 2.01 -3.40  -0.281
C1 -2.05 1.52 -2.43  0.288
C2 -2.08 2.00 -1.13  0.310
F2 -2.90 3.04 -0.79  -0.294
C3 -1.25 1.41 -0.17  0.360
F3 -1.32 1.85 1.10  -0.287
C4 -0.44 0.32 -0.51  -0.159
C5 0.39 -0.34 0.52  -0.149
C6 0.11 -1.64 0.95  0.363
F4 -1.01 -2.30 0.56  -0.291
C7 0.94 -2.28 1.87  0.319
F5 0.60 -3.47 2.35  -0.282
C8 2.04 -1.61 2.38  0.307
F6 2.73 -2.16 3.39  -0.281
C9 2.36 -0.33 1.95  -0.153
Br1 3.92 0.56 2.70  0.106
C10 1.53 0.33 1.03  -0.049
Br2 2.00 2.14 0.50  0.110
C11 -0.45 -0.20 -1.83  0.373
F7 0.32 -1.23 -2.19  -0.284
C12 -1.26 0.42 -2.76  0.268
F8 -1.32 -0.01 -4.08  -0.293

***

(9)
Density functional theory data (ωB97M-V with the def2-TZVPD basis set) for a cluster of 3 separate species, C2H12NO2 in total.

Output
Net charge ... +1
HOMO-LUMO gap ... 13.18 eV
2S+1 ... 1
HOMO energy ... -16.20 eV

Last column: natural (NBO) charge in e.
Positions of all 17 atoms, in Å:
C1 1.24 -2.19 0.00  -0.635
C2 0.13 -1.25 0.45  -0.218
N1 0.31 0.07 -0.33  -0.738
H1 1.21 -3.16 0.47  0.253
H2 1.23 -2.39 -1.08  0.226
H3 2.21 -1.71 0.21  0.210
H4 -0.88 -1.62 0.21  0.228
H5 0.19 -1.08 1.53  0.224
H6 0.21 0.74 0.46  0.468
H7 -0.51 0.19 -0.95  0.478
H8 1.26 0.21 -0.66  0.428
H9 1.39 1.85 1.95  0.498
H10 0.00 2.48 2.29  0.516
O1 0.46 1.89 1.70  -0.970
H11 -2.25 0.68 -2.65  0.501
H12 -2.53 1.62 -1.51  0.501
O2 -1.94 0.90 -1.77  -0.969

***

(10)
Density functional theory data (ωB97M-V with the def2-TZVPD basis set) for the molecule C4H7NO.

Output
Net charge ... 0
HOMO-LUMO gap ... 10.90 eV
2S+1 ... 1
HOMO energy ... -9.90 eV
Structure (SMILES) ... CC(=O)[C@H]1CN1

Last column: natural (NBO) charge in e.
Positions of all 13 atoms, in Å:
C1 -0.47 -0.14 -1.91  -0.715
C2 0.14 -0.50 -0.60  0.581
O1 0.87 -1.47 -0.45  -0.558
C3 -0.12 0.48 0.49  -0.222
C4 -0.06 0.03 1.89  -0.236
N1 1.04 0.79 1.30  -0.546
H1 0.00 0.76 -2.33  0.243
H2 -1.52 0.09 -1.75  0.229
H3 -0.33 -0.98 -2.59  0.238
H4 -0.73 1.35 0.26  0.208
H5 0.12 -1.03 2.03  0.211
H6 -0.70 0.51 2.63  0.205
H7 1.76 0.12 1.03  0.363

***

(11)
Density functional theory data (ωB97M-V with the def2-TZVPD basis set) for the molecule C5H6N2S.

Output
Net charge ... 0
HOMO-LUMO gap (alpha / beta) ... 5.37 / 5.30 eV
2S+1 ... 1
HOMO energy (alpha / beta) ... -7.86 / -7.82 eV

Last column: natural (NBO) charge in e.
Positions of all 14 atoms, in Å:
C1 0.51 0.69 1.57  0.194
C2 -1.16 0.39 -1.10  0.271
C3 -0.25 1.35 -1.87  -0.652
C4 0.08 -0.40 0.83  0.225
C5 0.54 -1.68 1.35  -0.680
N1 0.71 1.52 2.39  -0.211
N2 -0.95 -0.30 -0.05  -0.342
S1 1.52 1.16 -1.81  -0.270
H1 -2.09 0.34 -1.40  0.182
H2 -0.58 1.20 -2.88  0.238
H3 -0.46 2.20 -1.33  0.264
H4 -0.22 -2.34 1.91  0.269
H5 1.45 -1.63 1.89  0.253
H6 0.90 -2.48 0.50  0.261

***

(12)
Density functional theory data (ωB97M-V with the def2-TZVPD basis set) for a cluster of 5 separate species, C3H16NO4 in total.

Output
Net charge ... +1
HOMO-LUMO gap ... 11.50 eV
2S+1 ... 1
HOMO energy ... -14.06 eV

Last column: natural (NBO) charge in e.
Positions of all 24 atoms, in Å:
C1 1.75 1.16 0.80  -0.673
C2 0.23 1.02 1.16  0.147
C3 -0.54 1.74 1.96  -0.375
N1 -0.27 -0.23 0.50  -0.722
H1 2.24 0.18 1.05  0.228
H2 2.09 1.31 -0.22  0.245
H3 2.13 1.95 1.44  0.251
H4 -1.62 1.44 2.00  0.251
H5 -0.30 2.69 2.39  0.246
H6 0.02 -0.01 -0.45  0.469
H7 -1.30 -0.22 0.58  0.444
H8 -0.06 -1.18 0.74  0.465
H9 -2.92 0.14 3.87  0.484
H10 -4.10 0.41 3.00  0.488
O1 -3.13 0.29 2.94  -0.961
H11 0.33 0.91 -3.21  0.487
H12 -0.45 -0.24 -3.46  0.498
O2 -0.21 0.30 -2.69  -0.983
H13 1.43 -3.60 2.07  0.496
H14 1.55 -3.19 0.64  0.478
O3 1.01 -3.03 1.42  -0.967
H15 0.71 -0.03 -5.98  0.483
H16 0.59 -1.37 -5.44  0.480
O4 0.81 -0.48 -5.12  -0.957

***

| no. | F_max (hartree/bohr) |
| --- | --- |
| 1 | 0.0275 |
| 2 | 0.1042 |
| 3 | 0.0222 |
| 4 | 0.0772 |
| 5 | 0.0659 |
| 6 | 0.0318 |
| 7 | 0.0910 |
| 8 | 0.0384 |
| 9 | 0.0616 |
| 10 | 0.0141 |
| 11 | 0.1033 |
| 12 | 0.0611 |